The following is a quantum chemistry calculation of C40H41N5Pb as an isolated structure, from the Open Molecules 2025 dataset.

Values from the calculation:
LUMO ... -0.1958 Eh
Multiplicity ... 1
Total charge ... +2
DFT total energy ... -2015.026654 Eh
E_HOMO ... -12.61 eV
ΔE to the lowest compared entry with this formula, charge and spin ... 135.0 kJ/mol
Gap between HOMO and LUMO ... 7.3 eV
Strongest force on any atom ... 0.75 eV Å⁻¹

Cartesian coordinates (Å):
Pb -0.5294 -0.2319 -0.3813
C 5.0702 -1.5766 -1.4747
C 3.6404 -2.0212 -1.1273
C 3.5287 -3.5303 -1.3086
C 2.6450 -1.2250 -1.9609
C 2.5648 0.1586 -1.7986
C 1.8366 0.9581 -2.6730
C 1.0806 0.4068 -3.6991
C 0.2806 1.2712 -4.6431
C 1.0984 -0.9817 -3.8213
C 1.8818 -1.7788 -2.9872
H 5.7996 -2.1373 -0.8840
H 5.2259 -0.5118 -1.2871
H 5.2731 -1.7649 -2.5336
H 3.4592 -1.7799 -0.0746
H 3.8213 -3.8238 -2.3221
H 2.5205 -3.8928 -1.1263
H 4.2021 -4.0391 -0.6158
H 3.1540 0.6343 -1.0167
H 1.8880 2.0389 -2.5665
H -0.7744 1.3100 -4.3507
H 0.3193 0.8806 -5.6611
H 0.6624 2.2940 -4.6613
H 0.5274 -1.4505 -4.6182
H 1.9047 -2.8497 -3.1605
C -0.9248 -4.7345 -1.4145
C -1.0448 -3.3404 -1.4193
N -0.5731 -2.5858 -0.4461
C 0.0762 -3.1487 0.6182
C 0.2578 -4.5458 0.6816
C -0.2755 -5.3273 -0.3668
C 0.9696 -5.1104 1.7642
C 1.4651 -4.2868 2.7273
C 1.2602 -2.8865 2.6768
C 0.5534 -2.2883 1.6632
N 0.2062 -0.9190 1.5888
C -0.3865 -0.2901 2.6993
C 0.1861 -0.1399 3.9398
C -0.5359 0.3905 5.0400
C -1.8324 0.7857 4.9114
C -2.4551 0.7024 3.6412
C -3.7984 1.0821 3.4168
C -4.3388 1.0000 2.1649
C -3.5206 0.5687 1.1110
N -2.2714 0.1934 1.2903
C -1.7243 0.2126 2.5405
H -1.3419 -5.3138 -2.2286
H -1.5385 -2.8279 -2.2426
H -0.1491 -6.4050 -0.3330
H 1.1257 -6.1832 1.8005
H 2.0310 -4.7005 3.5537
H 1.6722 -2.2892 3.4754
H 1.2144 -0.4361 4.0942
H -0.0435 0.4632 6.0022
H -2.3977 1.1601 5.7595
H -4.3911 1.4367 4.2531
H -5.3684 1.2748 1.9710
H -3.8972 0.5499 0.0910
N 0.0634 2.8371 0.6415
C 0.8193 3.1067 1.4949
N 1.7229 3.3465 2.3579
C 1.4127 3.3154 3.8288
C 1.0754 4.7305 4.2810
C 2.2024 5.7059 3.9158
C 2.5490 5.6611 2.4203
C 2.8823 4.2396 1.9846
H 2.3182 2.9551 4.3139
H 0.6156 2.5963 4.0049
H 0.9083 4.7224 5.3584
H 0.1367 5.0393 3.8075
H 3.0963 5.4554 4.4978
H 1.9161 6.7186 4.1971
H 3.4027 6.3032 2.2015
H 1.7058 6.0252 1.8227
H 3.7404 3.8503 2.5298
H 3.0736 4.1423 0.9193
C -3.1153 4.5406 -1.5080
C -1.9136 4.2688 -2.1481
C -0.8613 3.6927 -1.4483
C -1.0358 3.4185 -0.1016
C -2.2305 3.6674 0.5546
C -3.2744 4.2313 -0.1642
H -3.9303 4.9947 -2.0573
H -1.7896 4.5021 -3.1980
H 0.0777 3.4582 -1.9368
H -2.3427 3.4135 1.6043
H -4.2148 4.4309 0.3326



The following is a quantum chemistry calculation of C18H41OP3SeV as an isolated structure in a non-equilibrium geometry, from the Open Molecules 2025 dataset.

Values from the calculation:
LUMO (alpha / beta) ... -0.4393 / -0.4090 Eh
Multiplicity ... 3
Total charge ... +3
DFT total energy ... -5154.077198 Eh
E_HOMO (alpha / beta) ... -16.15 / -16.15 eV
ΔE to the lowest compared entry with this formula, charge and spin ... 0.0 kJ/mol
Gap between HOMO and LUMO (alpha / beta) ... 4.2 / 5.0 eV
Strongest force on any atom ... 4.59 eV Å⁻¹

Cartesian coordinates (Å):
V 0.0239 0.6533 0.1389
P 1.9758 0.9715 1.1846
P -0.8295 2.4605 1.2279
P 0.1526 1.5733 -1.8757
H -1.0777 -6.6151 -2.5370
C -0.2701 -6.3321 -3.2179
C 0.9605 -6.0625 -2.7578
H 1.1883 -6.1340 -1.6829
C 2.2770 0.0764 2.7546
C 2.7983 2.5599 1.5724
C 3.1685 0.1469 0.0716
C -2.6451 2.5391 1.1306
C -0.5530 2.3786 3.0305
C -0.3288 4.1768 0.8664
C 0.6613 0.2278 -2.9843
C 1.3501 2.9125 -2.1873
C -1.3644 2.2222 -2.6437
H -0.5324 -6.2980 -4.2793
H 1.7858 -5.7583 -3.4210
H 1.7783 -0.8994 2.7517
H 1.8703 0.6321 3.6049
H 3.3544 -0.0666 2.9036
H 2.3497 3.0239 2.4643
H 2.7220 3.2457 0.7162
H 3.8639 2.3601 1.7782
H 2.8560 -0.8848 -0.1332
H 4.1536 0.1323 0.5475
H 3.2512 0.6765 -0.8838
H -2.9795 3.3766 1.7564
H -3.0714 1.5932 1.4876
H -2.9550 2.6947 0.0904
H -1.3579 2.9374 3.5165
H 0.4262 2.7761 3.3164
H -0.6141 1.3497 3.4196
H -0.9722 4.8431 1.4562
H -0.4573 4.3899 -0.1995
H 0.7199 4.3379 1.1407
H 0.6675 0.6517 -3.9930
H -0.0645 -0.5949 -2.9180
H 1.6632 -0.1288 -2.7093
H 1.2832 3.1367 -3.2578
H 2.3695 2.5897 -1.9463
H 1.1193 3.8147 -1.6074
H -1.0972 2.5070 -3.6697
H -1.7473 3.0926 -2.0947
H -2.1286 1.4349 -2.6588
C -1.7704 -2.0249 -0.6086
C -0.7337 -2.9132 -0.8617
C -0.6339 -3.4658 -2.1292
C -1.6494 -3.2955 -3.0755
C -2.7129 -2.4261 -2.7983
C -2.7711 -1.7852 -1.5580
Se -1.5825 -1.0265 1.1176
H -0.7288 -2.0615 1.7974
H 0.0357 -3.1081 -0.1133
H 0.1996 -4.1214 -2.3474
H -1.6167 -3.8584 -4.0183
H -3.4723 -2.2458 -3.5643
H -3.5581 -1.0793 -1.3186
C -0.7705 -0.9169 5.4002
O -0.5484 -0.3289 4.1326
H -0.0512 -1.7319 5.5516
H -1.7785 -1.3404 5.5161
H -0.5941 -0.1643 6.1761
H -1.0071 -0.8268 3.4325



The following is a quantum chemistry calculation of one molecule with the formula C6H10O, from the Open Molecules 2025 dataset.

Values from the calculation:
LUMO ... 0.0378 Eh
Multiplicity ... 1
DFT total energy ... -309.834977 Eh
E_HOMO ... -9.45 eV
ΔE to the lowest compared entry with this formula, charge and spin ... 19.4 kJ/mol
Gap between HOMO and LUMO ... 10.5 eV
Strongest force on any atom ... 0.33 eV Å⁻¹

Cartesian coordinates (Å):
O 0.7035 2.4682 0.1065
C 0.3514 1.2011 -0.4327
C -1.1152 0.9079 -0.2405
C -1.6028 -0.3290 -0.1578
C -0.6842 -1.5222 -0.1377
C 0.5821 -1.1673 0.6457
C 1.2881 0.0669 0.0691
H 0.5356 2.4325 1.0569
H 0.5176 1.3318 -1.5089
H -1.7697 1.7780 -0.2445
H -2.6766 -0.4914 -0.0846
H -0.4206 -1.8160 -1.1648
H -1.1836 -2.3874 0.3113
H 0.2922 -0.9809 1.6870
H 1.2785 -2.0135 0.6568
H 1.9497 0.5037 0.8257
H 1.9395 -0.2398 -0.7567